Here is a 2-piece molecular cluster, C28H23Cl2NO2S overall at a distorted geometry from the Open Molecules 2025 dataset. Energies are from ωB97M-V/def2-TZVPD.

CARTESIAN COORDINATES (ANGSTROEM)
Cl -2.18 5.76 2.35
C -2.22 4.13 1.82
C -2.48 3.83 0.48
C -2.46 2.49 0.05
C -2.19 1.45 0.94
S -1.91 -0.28 0.33
C -3.32 -1.27 0.31
Cl -3.59 -2.50 -0.70
O -1.44 -0.06 -1.03
O -0.98 -0.80 1.33
C -1.98 1.76 2.29
C -1.99 3.09 2.73
H -2.67 4.64 -0.22
H -2.63 2.28 -1.01
H -4.13 -1.05 0.99
H -1.76 0.98 3.01
H -1.81 3.33 3.78
C -10.16 -5.36 -0.48
N -9.07 -6.31 -0.64
C -9.51 -7.66 -0.96
C -7.74 -5.89 -0.85
C -6.90 -5.65 0.26
C -5.59 -5.25 0.05
C -5.08 -5.09 -1.25
C -3.66 -4.90 -1.48
C -3.10 -4.48 -2.76
C -1.79 -5.05 -2.88
C -1.12 -5.04 -4.10
C -1.71 -4.37 -5.18
C -2.95 -3.72 -5.03
C -3.65 -3.76 -3.82
C -1.51 -5.81 -1.67
C -2.64 -5.71 -0.80
C -2.72 -6.54 0.32
C -1.67 -7.43 0.58
C -0.56 -7.53 -0.29
C -0.50 -6.73 -1.43
C -5.95 -5.27 -2.34
C -7.26 -5.69 -2.15
H -9.75 -4.35 -0.33
H -10.81 -5.36 -1.37
H -10.77 -5.65 0.39
H -8.64 -8.31 -1.10
H -10.12 -8.04 -0.13
H -10.13 -7.67 -1.87
H -7.29 -5.81 1.26
H -4.94 -5.09 0.92
H -0.17 -5.55 -4.18
H -1.20 -4.33 -6.14
H -3.40 -3.20 -5.88
H -4.62 -3.29 -3.71
H -3.59 -6.53 0.97
H -1.72 -8.08 1.46
H 0.24 -8.23 -0.07
H 0.33 -6.80 -2.14
H -5.58 -5.17 -3.36
H -7.92 -5.85 -3.00

Output
- Total charge: 0
- Orbital gap: 4.167 eV
- Energy relative to the best compared isomer or geometry (same formula, charge and spin): 1.841 eV

---

Here is C4H8AlFO7P as an isolated structure at a distorted geometry from the Open Molecules 2025 dataset. Energies are from ωB97M-V/def2-TZVPD.

CARTESIAN COORDINATES (ANGSTROEM)
Al 0.97 23.44 -6.10
P 1.94 23.74 -9.13
O 2.33 23.86 -10.55
O 2.25 24.91 -8.17
O 2.32 22.47 -8.35
O 0.42 23.81 -8.86
F -0.19 23.10 -3.67
C 5.79 19.27 -6.28
C 4.91 20.41 -5.87
O 4.41 20.12 -4.56
C 3.38 20.85 -4.15
O 2.79 21.64 -4.82
O 3.08 20.55 -2.90
C 1.79 21.01 -2.46
H 6.58 19.01 -5.57
H 6.11 19.29 -7.32
H 5.22 18.33 -6.20
H 4.08 20.61 -6.54
H 5.51 21.33 -5.86
H 1.01 20.74 -3.17
H 1.79 22.10 -2.38
H 1.53 20.55 -1.51

Output
- Total charge: -1
- Orbital gap: 3.946 eV
- Energy relative to the best compared isomer or geometry (same formula, charge and spin): 0.000 eV

---

Here is an isolated molecule of C3H5NO2 from the Open Molecules 2025 dataset. Energies are from ωB97M-V/def2-TZVPD.

CARTESIAN COORDINATES (ANGSTROEM)
O 2.28 0.44 0.24
C 1.14 0.24 -0.08
N 0.38 -0.85 0.18
C -1.04 -0.98 -0.06
C -0.05 2.29 -0.38
O 0.41 1.17 -0.88
H 0.87 -1.57 0.70
H -1.27 -2.00 -0.36
H -1.63 -0.73 0.83
H 0.25 2.31 0.71
H -1.34 -0.31 -0.87

Output
- Total charge: 0
- Orbital gap: 9.353 eV
- Energy relative to the best compared isomer or geometry (same formula, charge and spin): 3.545 eV

---

Here is C2H2Br3F as an isolated structure at a distorted geometry from the Open Molecules 2025 dataset. Energies are from ωB97M-V/def2-TZVPD.

CARTESIAN COORDINATES (ANGSTROEM)
C 0.80 0.96 -0.05
C -0.60 -1.68 0.19
F 2.06 1.45 0.07
Br 0.09 1.53 -1.84
Br -1.43 -2.07 1.82
Br -1.75 -1.29 -1.18
H 0.12 1.20 0.76
H 0.70 -0.10 0.24

Output
- Total charge: 0
- Orbital gap: 7.758 eV
- Energy relative to the best compared isomer or geometry (same formula, charge and spin): 3.558 eV

---

Here is an isolated molecule of C4H10NOP at a distorted geometry from the Open Molecules 2025 dataset. Energies are from ωB97M-V/def2-TZVPD.

CARTESIAN COORDINATES (ANGSTROEM)
O 1.59 -0.53 2.48
P 0.28 0.38 2.19
N 0.16 -0.27 0.58
C -1.12 -0.73 -0.12
C -1.20 0.30 -1.21
C 0.22 0.44 -1.65
C 0.99 0.43 -0.39
H 2.13 -0.29 3.26
H -0.60 -0.68 2.51
H -1.95 -0.80 0.64
H -0.98 -1.80 -0.57
H -1.49 1.24 -0.59
H -1.90 0.14 -2.05
H 0.38 -0.51 -2.25
H 0.25 1.41 -2.30
H 1.89 -0.11 -0.49
H 1.35 1.40 -0.02

Output
- Total charge: 0
- Orbital gap: 9.077 eV
- Energy relative to the best compared isomer or geometry (same formula, charge and spin): 1.410 eV

---

Here is an isolated ion of composition C4H9N2 and charge +1 at a distorted geometry from the Open Molecules 2025 dataset. Energies are from ωB97M-V/def2-TZVPD.

CARTESIAN COORDINATES (ANGSTROEM)
C -2.50 0.57 0.33
N -1.48 -0.26 -0.21
C -0.25 0.06 -0.13
N 0.69 0.93 0.18
C 1.44 -0.03 -0.55
C 2.32 -1.00 0.11
H -3.26 0.60 -0.52
H -3.08 0.17 1.22
H -2.05 1.55 0.48
H -1.78 -1.02 -0.73
H 0.81 1.85 0.61
H 1.65 0.26 -1.60
H 3.35 -0.94 -0.16
H 2.02 -1.97 -0.15
H 2.12 -0.78 1.11

Output
- Total charge: +1
- Orbital gap: 12.012 eV
- Energy relative to the best compared isomer or geometry (same formula, charge and spin): 3.353 eV

---

Table of lowest unoccupied orbital energy (eV), in record order: -2.458; -1.334; 0.387; -1.623; 0.951; -3.144
Table of highest occupied orbital energy (eV), in record order: -6.6; -5.3; -9.0; -9.4; -8.1; -15.2